(1)
75
Properties=species:S:1:pos:R:3:forces:R:3 method="wB97M-V/def2-TZVPD" total_charge=-1 e_tot_ha=-5066.850643 mol_weight_g_mol=901.6
C 3.541771 -3.794067 1.019112 -0.01 0.00 0.00
H 1.119914 -4.039334 5.288766 0.00 0.00 0.00
N -0.088905 2.711172 -0.085986 0.10 0.08 0.13
H 3.639106 3.219501 1.248608 -0.01 0.00 0.01
H -1.592214 0.438834 3.909474 -0.01 0.00 0.00
H -0.337713 1.193850 1.893030 -0.02 0.00 -0.03
N -0.266541 -0.006756 -3.436755 0.05 0.02 -0.01
H -2.792986 4.274184 -3.439083 -0.01 0.00 -0.01
C 0.629111 -3.736429 4.371211 0.02 0.01 -0.01
C -1.981395 0.276139 2.913617 -0.01 -0.03 0.02
C -3.343247 -0.303987 -1.010775 0.05 0.10 -0.09
Br -2.738538 3.522392 -0.297780 -0.07 0.07 0.01
C 4.874012 -4.060550 0.738935 0.00 0.01 0.00
C 1.885884 -0.258455 -3.065013 -0.01 0.08 -0.06
C -3.874036 -1.046616 4.006220 -0.10 0.06 -0.01
H 3.027777 -1.851590 -3.446110 -0.01 0.00 -0.01
N 3.105273 -0.878934 -3.184952 -0.05 -0.03 0.01
C 5.169311 -1.809216 -0.021963 -0.01 0.00 0.00
H -1.089365 -2.603277 1.123397 0.00 0.00 0.01
O -1.115461 2.458951 -2.764609 -0.16 0.10 -0.03
C -3.762945 3.285911 -5.086136 0.00 0.00 0.00
C -1.962764 2.337606 -3.773918 0.05 0.05 0.06
O -4.635291 -1.994389 3.736751 0.10 0.07 0.05
C -0.670467 4.569970 1.293086 -0.03 0.02 0.00
C 1.564693 -2.237739 1.018698 0.01 0.01 0.03
H 2.905867 -4.577533 1.411839 0.01 0.00 0.00
C 0.412431 -0.456691 -0.489297 0.11 -0.15 0.07
H -2.454149 -3.384611 3.026834 0.02 -0.01 0.00
C 1.144265 2.744272 0.455157 0.02 -0.06 -0.05
C 3.838769 -1.542110 0.259407 0.01 0.02 0.00
H 5.802799 -1.023955 -0.419682 -0.01 0.00 0.00
H -2.924603 0.240979 -6.277812 0.01 0.01 0.01
H 2.956625 2.925592 2.844886 -0.01 0.00 0.00
Ta -0.642264 0.934964 -1.448304 0.09 -0.43 0.22
C -2.925620 -0.122289 0.416795 0.00 -0.03 -0.04
H 1.817549 1.973871 0.102355 0.00 0.01 0.00
H -1.353823 -4.112368 5.115936 0.01 -0.01 -0.01
C -2.921200 1.124693 -5.648836 0.01 -0.02 -0.01
C 2.995168 -2.530361 0.780830 -0.01 -0.03 0.03
H 3.262369 4.579645 2.314241 0.00 0.00 0.00
H 3.719929 -0.725688 -2.402995 0.05 0.02 0.04
O -4.389137 -0.790561 -1.342812 -0.04 -0.05 -0.02
H 2.470965 -3.204500 3.417376 0.01 0.00 0.00
C 0.602484 4.596157 1.822159 0.01 0.01 0.02
C -1.371963 -3.380382 3.099555 0.01 0.03 -0.01
C 5.697201 -3.072443 0.216100 -0.01 -0.01 0.01
H 3.426215 -0.555353 0.075223 0.00 0.00 0.00
C -0.605315 -2.929878 2.037571 0.00 0.02 -0.03
C -1.303776 0.715794 1.799145 0.04 0.02 -0.03
C -0.753957 -3.785011 4.276562 -0.01 0.00 0.00
N -1.770145 0.538241 0.555539 -0.06 0.14 0.07
H -4.533667 2.071373 -6.693751 0.01 0.00 0.01
C 0.789824 -2.851420 2.123362 -0.05 -0.04 0.02
C -2.846878 3.388756 -4.059309 0.02 0.00 0.00
S 1.838046 1.308819 -2.283587 0.19 0.06 -0.11
C -2.003374 1.190980 -4.597753 -0.02 0.01 0.00
O -2.429397 0.157741 -1.858310 -0.27 -0.07 0.02
C -3.814445 2.147142 -5.889402 -0.01 0.01 0.00
C -3.639226 -0.638064 1.478455 -0.02 -0.01 0.01
O -3.572263 -0.506814 5.085541 -0.01 -0.08 -0.09
C 2.929064 3.596296 1.984070 0.00 -0.01 -0.02
C -0.972970 3.605305 0.345300 -0.09 0.05 -0.07
N 0.856655 -0.815050 -3.605419 -0.04 -0.10 -0.05
C -0.987765 0.165221 -4.476427 -0.01 0.00 -0.02
C 0.965236 -1.345863 0.225386 0.05 0.11 -0.07
H 6.737204 -3.282593 0.000108 0.00 0.00 0.00
H 0.860473 5.335455 2.571661 0.00 -0.01 -0.01
C 1.395402 -3.271937 3.310191 -0.01 0.01 -0.02
C -3.165463 -0.437886 2.768793 0.02 -0.04 0.03
H -4.448035 4.105220 -5.270644 0.01 -0.01 0.00
H -0.740768 -0.430468 -5.353079 0.00 0.00 -0.01
H -1.434046 5.264261 1.609804 0.00 -0.01 -0.01
C 1.543415 3.660738 1.406631 0.05 0.03 0.05
H -4.538892 -1.213048 1.308929 0.01 0.00 0.00
H 5.270233 -5.051804 0.923851 0.00 0.00 0.00

***

(2)
84
Properties=species:S:1:pos:R:3:forces:R:3 method="wB97M-V/def2-TZVPD" total_charge=-2 e_tot_ha=-6171.056708 mol_weight_g_mol=884.7
C -0.019956 4.348901 -0.696264 0.02 -0.03 -0.04
C 3.470339 -6.433480 4.169609 0.14 -0.10 -0.19
C -2.686238 1.149279 -3.209891 -0.07 -0.08 -0.02
C -2.085825 -0.849745 2.340897 0.12 -0.03 -0.09
Br -4.436603 -2.542522 -1.125936 -0.05 -0.09 0.04
H 0.275281 5.168638 -1.333470 0.00 0.01 0.00
H -5.691939 4.945049 3.032054 0.00 0.00 0.00
H 1.940830 -2.806872 1.652220 0.02 0.00 0.02
C 3.434904 1.502209 0.814517 -0.02 -0.02 0.04
C 1.670480 -1.816722 -5.480506 -0.11 0.07 0.14
C 2.698921 -4.416748 2.826907 0.04 -0.09 0.07
C -1.836662 2.599942 1.906391 0.03 -0.09 -0.01
O 4.584021 -2.363056 -7.414612 -0.04 -0.04 0.00
H -3.466526 -1.103305 4.103130 0.00 0.00 0.01
C 0.434631 3.014847 -0.768502 0.03 0.04 -0.04
C 1.500609 -6.485346 2.690988 0.06 0.00 0.06
S -0.350424 -3.876561 0.256243 -0.08 0.02 -0.03
O -3.565467 0.365430 -5.317559 -0.01 0.03 -0.01
C -3.389494 0.226654 -3.978204 0.02 0.00 0.06
N -0.126554 2.239378 0.156195 0.09 -0.10 0.08
H -2.030703 1.596021 -1.207250 0.01 0.02 -0.03
C 3.990656 -1.415406 -4.942280 -0.05 -0.06 -0.07
O 1.493193 0.383879 1.798182 -0.04 0.08 0.02
H 0.913344 -2.157342 -6.170207 -0.01 0.00 0.00
C -2.092456 1.306975 2.306722 -0.04 0.10 0.04
H 0.862253 1.042968 1.442549 0.08 -0.04 -0.04
H 1.387576 -7.517697 2.997193 -0.01 -0.01 0.00
O 5.665178 0.001799 -3.300486 0.02 -0.01 0.00
C -4.621804 4.833239 3.144821 0.01 -0.01 0.00
C -2.947137 0.912539 3.408212 -0.04 -0.03 -0.01
O 4.582037 -0.832262 -1.635146 0.05 0.00 -0.02
C -2.943214 -0.447447 3.424561 -0.06 0.08 0.09
O 1.921973 -0.282609 -2.203690 0.10 0.10 -0.12
H -2.230331 2.024952 -3.655054 0.01 0.02 0.00
H 5.034033 -1.441129 -5.218729 0.00 0.00 -0.01
H 3.552563 0.682439 0.106403 0.01 -0.01 -0.02
O 4.562588 -5.730690 4.597008 -0.01 -0.02 0.09
H 3.489921 -3.779404 3.215316 0.00 0.02 0.00
C -2.567346 3.679978 2.625903 0.02 0.05 0.07
C 2.241060 -0.832538 -3.257307 0.10 0.02 0.11
C 3.009624 -1.855902 -5.836778 0.08 0.03 0.15
H -0.195433 -6.497199 1.393046 0.01 -0.01 0.01
H -1.482095 5.227266 0.710231 0.00 0.01 0.00
O 3.343025 -7.569018 4.562442 -0.04 0.03 0.10
C 2.569227 -5.755326 3.228491 -0.08 0.05 0.01
C -3.743662 -1.010012 -2.004358 0.05 0.17 0.01
H 4.563977 -4.868116 4.169300 -0.01 0.04 -0.02
H 1.155036 2.603437 -1.464994 0.02 -0.02 0.01
C 0.744716 -4.572612 1.382317 -0.03 0.07 -0.09
N -1.579716 0.165789 1.695552 0.01 -0.03 -0.07
C -4.609834 6.764558 4.648606 -0.09 0.11 0.07
C -2.535911 5.583284 4.108862 -0.04 0.01 -0.01
H -4.481936 3.126140 1.853874 0.01 -0.01 -0.01
K 0.142350 -0.719973 -0.371976 -0.17 -0.02 0.48
H 3.339575 0.279734 2.586348 -0.01 0.01 0.00
C 0.622299 -5.916799 1.801615 -0.04 -0.05 -0.01
H 2.859186 2.291187 0.331105 -0.01 0.03 -0.02
N 3.393485 -2.355191 -7.127999 0.03 0.09 -0.06
C -0.976792 3.055171 0.869866 0.05 -0.02 -0.05
O 2.515719 -2.734235 -7.890977 0.03 -0.03 0.01
C -2.575210 0.912726 -1.851485 0.06 0.05 0.02
H -3.467714 1.578578 4.079169 -0.01 -0.01 0.01
O -0.463103 -1.466439 -2.789971 -0.21 0.07 -0.16
C -3.916982 5.715246 3.960195 0.07 -0.05 -0.03
C 3.621508 -0.964480 -3.712180 -0.05 0.00 -0.06
N 4.695811 -0.562533 -2.809926 -0.02 0.01 0.02
O -0.887245 -1.231900 -4.886980 0.01 0.08 0.14
H -0.798962 4.467709 3.534808 0.01 -0.01 0.00
C -1.871027 4.575151 3.438145 -0.02 -0.04 -0.05
C -3.945374 3.821167 2.486226 0.00 0.00 0.01
N -5.165592 7.606601 5.201817 0.00 0.00 0.00
C 2.724909 1.021740 2.069785 0.03 0.01 -0.01
C -3.947484 -0.883160 -3.365001 0.00 -0.02 -0.06
H -2.960164 1.041489 -5.638636 0.02 0.00 -0.02
C 1.821832 -3.845031 1.936690 -0.01 0.08 0.01
C 1.304547 -1.346060 -4.242288 0.21 0.00 -0.23
H 4.425407 1.895547 1.059164 0.00 0.01 0.00
H 2.575017 1.860243 2.764637 0.01 -0.02 -0.01
C -0.914967 4.377986 0.359993 -0.12 0.02 0.01
N -0.110756 -1.330995 -3.942124 -0.06 -0.28 -0.35
H -4.473136 -1.630483 -3.938834 0.00 0.00 -0.01
H -1.850273 -1.865472 2.042159 0.01 -0.02 0.00
N -3.094099 -0.156259 -1.246878 -0.07 -0.12 0.04
H -1.997499 6.272211 4.746017 0.00 0.00 0.00

***

(3)
77
Properties=species:S:1:pos:R:3:forces:R:3 method="wB97M-V/def2-TZVPD" total_charge=+1 spin_multiplicity=2 e_tot_ha=-2979.844819 mol_weight_g_mol=805.9
C 8.582632 9.133033 17.545209 -0.41 0.54 -1.70
C 7.198306 15.718977 14.255436 1.43 -1.27 1.14
H 9.050755 12.599090 9.964291 -0.62 -0.22 0.11
C 7.025835 12.728653 12.125799 -2.29 -0.08 -3.89
H 9.219576 8.966600 18.392458 0.09 -0.20 0.21
C 15.204978 14.244532 15.142418 -0.06 -0.25 0.70
H 7.478040 5.346996 11.987424 -0.35 2.07 -0.62
C 11.713555 9.581334 10.852666 -0.78 0.73 -1.26
N 10.650891 11.183720 15.326445 -0.30 -0.09 3.94
C 10.275951 10.717662 16.530972 0.73 0.39 -2.15
H 9.560557 13.678874 15.670662 -0.10 0.36 -0.12
C 8.062094 7.354222 12.593581 0.02 1.87 -2.11
N 8.170546 10.271419 15.438834 0.23 -0.13 1.48
H 12.421085 10.645386 6.892554 -0.09 0.02 0.04
H 6.281118 10.148432 14.586988 0.40 -0.24 0.64
C 7.524471 13.602659 13.146110 1.50 0.72 1.96
C 6.679627 8.329233 10.388815 -0.41 -1.20 0.57
S 13.089163 6.966098 13.572899 -0.83 0.22 0.27
C 6.515917 8.846434 16.328775 -2.46 -0.88 0.24
C 10.418821 10.955897 9.700881 1.87 -0.32 -1.40
H 6.143470 15.110086 12.459458 0.82 -0.35 0.42
C 11.598579 10.962205 7.526708 -0.54 0.81 -1.46
C 13.041646 7.646188 12.015125 -1.36 1.15 -0.28
H 7.107822 7.740365 18.144403 -0.34 0.50 -0.75
H 15.811180 14.469448 16.041914 -0.71 -0.27 -0.50
H 13.088870 9.105093 9.231121 -0.94 0.41 0.42
C 12.044855 12.457477 14.132066 -1.37 -2.06 -0.11
N 7.665898 11.531923 11.964017 -0.06 -1.42 0.54
C 7.221905 10.644584 10.981848 -0.78 2.38 -0.64
H 11.781681 10.231403 18.011366 -0.59 0.69 0.03
C 13.316581 13.189222 14.067087 -0.31 1.00 -1.08
C 6.927855 14.844742 13.191301 -0.79 1.62 0.80
C 12.163107 8.721232 11.976169 -0.35 0.05 0.93
N 8.518576 13.193231 13.996434 -1.24 0.63 -1.07
H 6.074506 8.717100 9.587296 0.11 0.19 -0.11
C 6.737926 6.954879 10.645509 0.57 2.04 -0.49
N 8.160688 8.694153 12.216576 -1.21 -1.62 1.73
H 10.767652 12.376258 6.065730 0.06 -0.19 0.18
H 15.400123 14.750444 11.782275 -0.42 -0.31 0.35
N 10.663140 10.416430 10.959184 0.92 -1.42 -0.03
C 8.112505 15.235133 15.241355 0.32 0.47 -0.35
C 9.600355 12.001071 9.261643 0.54 -0.05 -0.30
H 16.665469 15.243805 13.912908 -1.10 -0.42 -0.11
C 11.410503 10.419870 8.769512 -0.43 0.47 2.30
Ce 9.489426 10.625183 13.351316 -0.37 1.50 -2.04
C 7.408669 6.475064 11.730190 0.84 -2.40 2.20
C 11.017482 11.027953 17.816525 -0.34 -0.95 -1.44
C 15.683293 14.707693 13.928838 0.71 -0.06 -0.72
H 11.535473 11.947718 17.509463 -0.11 -0.02 1.03
H 5.477566 8.377860 16.239995 1.65 0.78 0.12
C 8.803229 14.051169 14.974899 -0.18 -0.76 0.70
C 11.854314 8.060090 14.092088 0.80 0.28 -1.48
C 7.355967 9.166247 11.242491 1.05 -0.25 -0.05
H 11.374514 7.914247 15.019345 -0.19 0.20 1.15
H 13.447473 7.086187 11.187703 0.41 0.39 -0.06
C 6.916960 9.813036 15.430746 0.54 -0.39 -0.90
C 7.344829 8.498301 17.373586 0.99 -0.34 1.35
N 11.490637 8.974943 13.225017 1.39 -1.90 -1.23
O 11.339430 12.117958 13.111303 1.14 0.89 0.26
O 6.671318 11.026784 9.958790 0.50 -1.12 0.53
N 11.711378 11.994181 15.343428 1.16 0.50 0.28
H 13.607991 13.098426 16.129747 0.39 0.20 0.04
C 14.995508 14.396597 12.737894 -0.54 0.07 1.06
H 10.240158 11.042074 18.594819 0.77 0.46 0.11
C 9.684525 12.409761 7.920452 -0.09 0.04 0.31
C 9.003754 9.985485 16.502878 -1.18 -0.06 0.12
N 12.219652 9.555911 9.552766 -0.51 0.19 0.41
H 6.756550 16.703070 14.352421 -0.17 -0.18 -0.06
O 6.082432 13.184025 11.429641 1.60 -1.53 1.29
H 6.350857 6.357709 9.892688 -0.94 -1.50 -0.92
H 8.424430 15.700740 16.213049 -0.69 0.09 -1.31
H 13.270343 13.416477 11.927266 -0.16 0.18 0.36
C 14.023052 13.483156 15.202820 0.89 0.44 1.18
H 8.981403 13.133900 7.513969 0.15 0.06 0.42
C 10.681186 11.958353 7.064884 0.84 -1.53 0.86
H 8.558656 7.003661 13.502836 0.07 0.35 -0.41
C 13.776666 13.690258 12.855430 1.23 0.00 -1.62